The following is a quantum chemistry calculation of 2 unconnected molecules or ions with the total composition C6H9N3O at a distorted geometry, from OMol25.

Calculated values
SMILES string: N#CC1=NN1.CCC(C)=O
Kohn-Sham gap: 8.7 eV
HOMO: -9.0 eV
DFT total energy: -473.34715 Ha
LUMO level: -0.35 eV
ΔE to the lowest compared entry with this formula, charge and spin: 127.1 kcal per mole

```
19
Properties=species:S:1:pos:R:3:forces:R:3
N -0.846975 2.541301 -3.109016 0.223 -0.081 -0.236
C -0.252819 2.992346 -2.234179 -1.582 -0.358 -0.936
C 0.304212 3.560185 -1.133196 3.464 1.326 3.298
N 0.334225 3.978804 0.056303 -1.796 -1.361 -0.117
N 1.624176 4.015025 -0.580137 0.865 1.836 -3.016
H 2.387263 3.341778 -0.456427 -1.301 -1.087 0.971
C -1.776915 0.737020 0.398055 -2.456 -1.737 0.491
C -0.809299 -0.467171 0.373802 -0.317 3.876 -3.597
C 0.540382 0.009303 -0.044243 1.847 -1.430 1.514
C 1.680839 -0.987952 0.190069 -0.160 -0.162 0.594
O 0.781399 1.074531 -0.512486 0.080 1.507 -0.863
H -1.681835 1.515465 1.116365 0.801 0.060 1.381
H -2.877152 0.440696 0.479854 1.450 0.031 -0.130
H -1.718759 1.322322 -0.468349 0.241 0.289 -1.777
H -0.965742 -1.104685 -0.487677 -0.925 -0.461 -0.308
H -0.726255 -1.068706 1.162388 -0.017 -2.155 3.450
H 1.415235 -1.618700 1.045363 0.179 -0.026 -0.129
H 1.745995 -1.638172 -0.670959 0.080 -0.245 -0.335
H 2.679597 -0.556362 0.376832 -0.677 0.178 -0.256
```
Forces are in eV/Å.



The following is a quantum chemistry calculation of a gas-phase ion, C8H8IN2S (charge +1) at a distorted geometry, from OMol25.

Calculated values
SMILES string: [NH2+]=c1cc[nH]c2c1S[C@H](I)C=C2
Kohn-Sham gap: 7.7 eV
Total charge: +1
HOMO: -12.1 eV
DFT total energy: -1114.78262 Ha
LUMO level: -4.36 eV
ΔE to the lowest compared entry with this formula, charge and spin: 0.0 kcal per mole

```
20
Properties=species:S:1:pos:R:3:forces:R:3
N -0.834370 -2.635710 1.040865 -0.864 -1.014 0.390
C -0.803227 -1.583617 0.233881 -0.590 2.828 -1.347
C -1.807047 -1.336748 -0.805912 0.149 -0.990 0.018
C -1.747805 -0.281937 -1.688830 -0.701 -2.713 -0.289
N -0.715896 0.492314 -1.665655 1.987 1.746 1.748
C 0.158674 0.465894 -0.644102 1.888 0.988 1.499
C 0.111796 -0.465807 0.363608 -0.547 -2.329 -0.600
S 1.319424 -0.659519 1.582696 -0.011 0.804 0.154
C 1.917911 1.030727 1.714423 -1.602 -1.200 1.441
I 0.841193 2.397638 3.237106 0.454 -0.799 -0.870
C 2.010449 1.751720 0.480067 -0.909 0.151 -0.550
C 1.182525 1.513038 -0.569770 0.864 0.315 0.937
H -1.764630 -3.031272 1.046065 0.316 -0.688 0.152
H -0.172108 -3.054127 1.725902 -0.511 1.277 -0.993
H -2.534324 -2.076885 -1.135010 0.016 -0.116 0.803
H -2.293385 -0.204406 -2.613747 -0.857 -0.148 0.278
H -0.661274 1.323789 -2.182203 -0.108 1.045 -1.356
H 2.815350 0.832759 2.213239 1.494 0.445 0.746
H 2.703274 2.585988 0.628427 -0.309 -0.023 -1.071
H 1.284467 2.213752 -1.354520 -0.158 0.420 -1.092
```
Forces are in eV/Å.



The following is a quantum chemistry calculation of a molecular structure, C18H15Br3MnN3O6 at a distorted geometry, from OMol25.

Calculated values
Spin multiplicity: 7
Kohn-Sham gap (alpha / beta): 7.0 / 4.4 eV
HOMO (alpha / beta): -8.3 / -8.4 eV
DFT total energy: -10183.39320 Ha
LUMO level (alpha / beta): -1.35 / -4.01 eV

```
46
Properties=species:S:1:pos:R:3:forces:R:3
Mn 3.341186 2.020447 0.542720 0.958 -0.125 -0.120
Br 3.591736 4.337677 -0.559820 -0.235 -0.320 0.693
Br 5.468136 0.709677 0.543600 -0.389 0.224 0.104
Br 2.940926 2.893467 3.001300 0.016 0.218 -0.475
C -0.127634 -0.171223 -5.311220 -0.139 1.444 -0.177
C 1.140606 0.162057 -5.785210 -0.406 -1.079 0.894
C 2.138116 0.503887 -4.882730 0.989 0.276 -0.206
C 1.892076 0.629057 -3.511380 -3.425 -1.130 0.292
C 0.566396 0.391277 -3.065040 0.556 0.482 -0.607
C -0.452714 0.090497 -3.989340 0.945 -0.479 0.867
N 2.904596 1.011417 -2.534320 0.478 0.861 -0.567
O 3.942066 1.258827 -3.065820 1.455 0.220 0.368
O 2.691566 1.181507 -1.323640 -1.227 -0.922 -1.238
H -0.892204 -0.418363 -6.032860 -0.130 -0.223 0.072
H 1.321506 -0.011603 -6.835690 0.429 0.273 0.011
H 3.127506 0.650767 -5.290070 0.128 0.191 0.251
H 0.337236 0.501837 -2.015440 -0.032 0.124 0.042
H -1.463604 0.003867 -3.619210 -0.053 -0.154 -0.046
C -3.356374 0.639657 3.710620 0.664 1.008 -0.090
C -3.616654 0.212597 2.422330 1.730 1.467 -1.092
C -2.739514 0.673847 1.382410 1.433 0.209 0.069
C -1.535054 1.450997 1.649010 -2.448 -1.425 2.128
C -1.279474 1.705457 3.005470 0.173 0.740 -0.222
C -2.188394 1.370377 4.028770 -0.487 -0.821 -1.100
N -0.689244 1.980727 0.550840 0.686 -0.249 -1.601
O -1.227504 2.053167 -0.536780 -0.996 -0.205 0.113
O 0.503406 2.280587 0.628100 -0.827 -0.502 1.844
H -4.194354 0.515657 4.380560 0.434 -0.216 0.701
H -4.544104 -0.335203 2.343930 0.145 -0.119 -1.002
H -2.805124 0.439897 0.330100 -0.769 -0.247 -0.037
H -0.407244 2.306557 3.215910 0.214 -0.066 0.307
H -2.020504 1.634537 5.062420 0.244 0.239 -0.101
C -1.485684 -3.600253 1.070450 -0.551 0.805 0.071
C -1.573184 -2.905363 2.332130 0.692 -1.664 -3.021
C -0.577544 -1.999983 2.598970 -1.072 0.090 2.109
C 0.512246 -1.776403 1.803550 -1.163 -1.723 -2.919
C 0.574666 -2.464113 0.531310 -1.387 -0.328 0.144
C -0.506744 -3.351513 0.103310 1.919 1.737 3.119
N 1.442906 -0.750083 2.169630 0.072 1.066 2.539
O 1.316806 -0.101833 3.218530 -0.971 -1.017 -0.667
O 2.369516 -0.559733 1.456180 1.723 0.247 -2.307
H -2.263184 -4.268673 0.731160 -0.276 -0.228 0.476
H -2.377874 -3.158413 3.006550 0.071 0.302 0.096
H -0.708794 -1.500413 3.547450 0.507 0.447 0.015
H 1.378276 -2.341753 -0.179770 0.278 0.381 0.298
H -0.468774 -3.895423 -0.828950 0.046 0.191 -0.029
```
Forces are in eV/Å.



The following is a quantum chemistry calculation of a molecular structure, C37H28BCrF4N4O4P2 at a distorted geometry, from OMol25.

Calculated values
Spin multiplicity: 2
Kohn-Sham gap (alpha / beta): 6.5 / 7.0 eV
HOMO (alpha / beta): -8.7 / -8.7 eV
DFT total energy: -4098.50549 Ha
LUMO level (alpha / beta): -2.17 / -1.68 eV
ΔE to the lowest compared entry with this formula, charge and spin: 0.0 kcal per mole

```
81
Properties=species:S:1:pos:R:3:forces:R:3
Cr -0.682530 1.947764 0.693420 -1.061 -0.402 0.467
O 2.397532 0.584943 3.822455 -0.055 -0.044 0.211
C 1.577194 0.452161 2.795706 -0.014 -0.068 -0.270
O 1.913147 0.394987 1.639853 0.056 0.112 -0.018
C 0.138520 0.326205 3.193615 0.023 0.048 -0.002
C -0.229629 -0.036442 4.472327 0.072 -0.098 0.006
C -1.571060 -0.256519 4.756230 -0.056 -0.031 -0.071
C -2.489590 -0.154772 3.730856 -0.030 -0.085 0.095
C -2.043079 0.242706 2.485587 0.021 0.250 -0.140
N -0.764569 0.524171 2.218327 -0.031 0.062 0.186
C -2.977085 0.443420 1.315555 0.176 -0.065 0.297
O -4.065051 -0.073696 1.291833 -0.046 0.047 -0.097
O -2.424308 1.163935 0.379546 0.196 0.339 -0.041
H 3.294126 0.811832 3.503292 -0.007 0.117 0.007
H 0.540735 -0.162426 5.218721 -0.023 0.032 0.015
H -1.887726 -0.519997 5.756898 0.035 -0.015 -0.019
H -3.544269 -0.350523 3.862513 0.000 0.001 -0.019
C -1.495759 -1.700477 -0.919692 0.204 0.440 0.060
C -1.545784 -0.484185 -1.876766 0.198 -0.243 0.483
P -0.495831 0.969609 -1.455722 0.006 0.097 -0.694
C -1.238169 2.351127 -2.385843 0.056 0.051 0.037
C -0.391428 3.345898 -2.881013 -0.034 -0.057 0.016
C -0.919549 4.473888 -3.486922 0.021 0.037 0.023
C -2.294347 4.620152 -3.605149 -0.014 0.006 0.032
C -3.141005 3.646588 -3.095227 0.009 -0.003 0.008
C -2.618781 2.523954 -2.471745 -0.011 -0.053 0.026
C 1.090561 0.722507 -2.310065 0.085 -0.022 0.368
C 1.113585 0.409523 -3.666899 -0.022 0.004 -0.032
C 2.324118 0.198110 -4.308554 -0.039 -0.003 -0.046
C 3.514936 0.318163 -3.604062 -0.040 0.017 0.080
C 3.494652 0.657017 -2.257904 0.146 -0.024 -0.069
C 2.286775 0.853762 -1.607430 -0.166 -0.067 0.024
P 0.182337 -2.088281 -0.205204 -0.050 -0.117 -0.212
C 0.569074 -3.626839 -1.146586 -0.009 0.131 0.024
C 0.673891 -4.895629 -0.583110 -0.021 0.011 -0.092
C 0.952908 -5.996807 -1.384430 0.040 0.011 -0.015
C 1.137867 -5.843477 -2.750030 -0.020 -0.020 0.046
C 1.052901 -4.579045 -3.317552 0.014 -0.026 -0.060
C 0.778427 -3.479795 -2.520645 -0.002 0.041 0.077
C -0.216876 -2.776340 1.445236 0.146 0.065 -0.043
C -1.479129 -3.148551 1.898264 0.005 -0.079 -0.001
C -1.639518 -3.663782 3.179477 -0.042 -0.005 -0.008
C -0.545757 -3.811533 4.019495 0.038 -0.022 -0.004
C 0.719379 -3.446201 3.576612 0.046 0.035 -0.049
C 0.880179 -2.928656 2.299634 -0.123 0.010 0.011
H -1.887592 -2.572696 -1.438117 -0.137 -0.052 0.029
H -2.145731 -1.482053 -0.072091 -0.063 -0.036 -0.080
H -2.568740 -0.117908 -1.898759 -0.032 0.021 -0.124
H -1.252937 -0.766105 -2.887299 -0.015 -0.016 -0.078
H 0.682413 3.243255 -2.780855 -0.004 0.005 -0.047
H -0.255082 5.247392 -3.850815 -0.016 -0.033 -0.016
H -2.707202 5.505172 -4.072566 0.013 -0.024 -0.006
H -4.214259 3.768278 -3.162399 0.015 0.004 0.012
H -3.291208 1.807330 -2.019247 -0.006 0.020 -0.036
H 0.187109 0.352938 -4.227152 0.021 -0.033 -0.031
H 2.341102 -0.055095 -5.361305 -0.021 0.018 0.020
H 4.457726 0.147693 -4.107248 0.004 0.020 0.006
H 4.424777 0.759518 -1.711958 -0.053 -0.008 0.003
H 2.262742 1.080606 -0.549576 0.056 -0.041 -0.041
H 0.532389 -5.037159 0.479502 -0.033 0.013 0.040
H 1.025462 -6.980801 -0.937880 -0.007 0.021 0.011
H 1.348405 -6.705435 -3.370346 0.011 0.019 0.009
H 1.210450 -4.457412 -4.382812 -0.018 0.047 0.041
H 0.731787 -2.488438 -2.962243 0.032 -0.019 -0.038
H -2.346000 -3.057285 1.254048 0.015 -0.003 0.048
H -2.625538 -3.958418 3.518431 0.014 0.021 -0.012
H -0.675495 -4.216737 5.015272 -0.009 0.008 -0.008
H 1.580246 -3.550775 4.225674 -0.022 -0.034 0.000
H 1.861751 -2.633875 1.943538 0.028 0.007 0.064
N 0.953227 2.862387 0.830488 0.690 0.451 -0.128
C 1.904455 3.506931 1.022618 0.329 -0.071 0.101
C 3.100799 4.068182 1.376601 -0.001 -0.053 0.101
C 3.558938 5.328594 0.911917 -0.001 -0.044 -0.119
N 3.947238 6.344826 0.534726 -0.039 -0.056 0.022
C 3.832237 3.290786 2.316142 -0.086 0.077 0.101
N 4.328229 2.597031 3.092861 0.046 -0.049 -0.144
F -3.349198 3.529328 1.455582 0.102 0.337 0.117
B -2.108305 4.110576 1.536914 -0.309 -0.010 -0.001
F -2.078894 5.399489 1.938908 0.112 -0.175 -0.081
F -1.270389 3.247893 2.385750 -0.089 -0.309 -0.318
F -1.426923 3.923536 0.238794 -0.204 -0.435 -0.011
```
Forces are in eV/Å.



Question: Number 4 is which compound?
Answer: C37H28BCrF4N4O4P2



Question: DFT total energy of number 2 (C8H8IN2S)?
Answer: -1114.78262 Ha